Entry 1:
Density functional theory data (wB97M-V/def2-TZVPD) for the molecule C25H26N4O6 at a distorted geometry.

The energy above the lowest of the compared OMol25 structures with the same formula, charge and spin comes out at 227.7 kJ/mol. As for the spin multiplicity: 1. Its SMILES is CC(C)(C)NC(=O)[C@@H](c1ccncc1)N(C(=O)CNC(=O)c1ccco1)c1ccc2c(c1)OCO2. The HOMO-LUMO gap comes out at 9.15 eV. As for the HOMO energy: -8.590 eV. The LUMO energy comes out at 0.6 eV. Its total energy is -44592.95001 eV.

Geometry (Å):
C: -2.226 -2.499 2.147
H: -2.464 -3.213 1.361
H: -2.591 -1.519 1.847
H: -2.743 -2.797 3.055
C: -0.719 -2.455 2.390
N: -0.099 -2.040 1.130
C: 1.212 -1.875 0.934
O: 2.095 -2.102 1.736
C: 1.554 -1.312 -0.470
N: 1.110 0.082 -0.563
C: -0.179 0.395 -0.799
O: -1.062 -0.438 -0.932
C: -0.474 1.883 -0.953
N: -1.884 2.092 -1.139
C: -2.613 2.753 -0.201
O: -2.110 3.358 0.728
C: -4.062 2.719 -0.437
C: -5.077 3.318 0.267
C: -6.274 2.957 -0.386
C: -5.904 2.168 -1.435
O: -4.575 2.017 -1.476
H: -6.478 1.673 -2.194
H: -7.269 3.243 -0.116
H: -4.960 3.933 1.134
H: -2.360 1.449 -1.755
H: 0.094 2.278 -1.805
H: -0.185 2.436 -0.055
C: 2.089 1.064 -0.242
C: 2.099 1.635 1.021
C: 3.061 2.575 1.380
C: 4.000 2.904 0.433
C: 3.996 2.320 -0.837
C: 3.052 1.394 -1.202
H: 3.057 0.939 -2.178
O: 5.032 2.819 -1.571
C: 5.699 3.736 -0.727
O: 5.041 3.782 0.521
H: 6.742 3.413 -0.584
H: 5.687 4.736 -1.188
H: 3.074 3.021 2.359
H: 1.353 1.338 1.740
C: 1.041 -2.161 -1.607
C: 0.786 -3.516 -1.430
C: 0.351 -4.259 -2.517
N: 0.165 -3.751 -3.722
C: 0.422 -2.467 -3.894
C: 0.867 -1.633 -2.881
H: 1.064 -0.591 -3.083
H: 0.265 -2.088 -4.895
H: 0.139 -5.315 -2.416
H: 0.928 -3.983 -0.469
H: 2.650 -1.289 -0.525
H: -0.725 -1.762 0.381
C: -0.200 -3.841 2.779
H: 0.879 -3.809 2.904
H: -0.652 -4.161 3.714
H: -0.444 -4.567 2.006
C: -0.382 -1.434 3.480
H: -0.838 -1.725 4.422
H: 0.695 -1.381 3.613
H: -0.753 -0.449 3.202

***

Entry 2:
Density functional theory data (wB97M-V/def2-TZVPD) for the molecule C25H26N6O3 at a distorted geometry.

The energy above the lowest of the compared OMol25 structures with the same formula, charge and spin comes out at 89.8 kJ/mol. As for the spin multiplicity: 1. Its SMILES is COCCNC(=O)[C@H](c1ccncc1)N(Cc1ccccc1)C(=O)Cn1nnc2ccccc21. The HOMO-LUMO gap comes out at 9.36 eV. As for the HOMO energy: -8.786 eV. The LUMO energy comes out at 0.6 eV. Its total energy is -41429.96660 eV.

Geometry (Å):
C: -2.870 -5.248 4.561
H: -2.427 -6.205 4.295
O: -3.090 -4.567 3.349
C: -3.784 -3.348 3.472
C: -2.883 -2.202 3.948
N: -1.786 -2.026 3.023
C: -1.490 -0.840 2.468
O: -2.066 0.191 2.760
C: -0.338 -0.898 1.454
N: -0.810 -0.399 0.159
C: -0.946 -1.299 -0.834
O: -0.657 -2.477 -0.702
C: -1.559 -0.822 -2.160
N: -0.848 0.222 -2.832
C: 0.393 0.189 -3.387
C: 1.382 -0.783 -3.487
C: 2.540 -0.409 -4.127
C: 2.716 0.880 -4.654
C: 1.741 1.845 -4.565
C: 0.557 1.491 -3.920
N: -0.583 2.188 -3.652
N: -1.384 1.437 -3.022
H: 1.872 2.836 -4.967
H: 3.650 1.112 -5.143
H: 3.343 -1.124 -4.229
H: 1.245 -1.771 -3.074
H: -1.604 -1.709 -2.803
H: -2.578 -0.464 -1.983
C: -1.069 1.018 0.038
C: 0.137 1.830 -0.380
C: 1.336 1.246 -0.762
C: 2.411 2.030 -1.144
C: 2.294 3.407 -1.160
C: 1.098 3.998 -0.790
C: 0.029 3.215 -0.399
H: -0.906 3.675 -0.115
H: 0.996 5.072 -0.808
H: 3.131 4.018 -1.464
H: 3.335 1.556 -1.437
H: 1.443 0.171 -0.769
H: -1.427 1.369 1.010
H: -1.877 1.193 -0.677
C: 0.884 -0.156 1.948
C: 0.814 1.052 2.631
C: 1.998 1.676 2.994
N: 3.195 1.184 2.734
C: 3.262 0.025 2.104
C: 2.146 -0.686 1.696
H: 2.254 -1.629 1.179
H: 4.259 -0.350 1.917
H: 1.984 2.622 3.519
H: -0.135 1.494 2.888
H: -0.064 -1.944 1.275
H: -1.369 -2.880 2.682
H: -2.489 -2.417 4.948
H: -3.442 -1.265 3.984
H: -4.154 -3.125 2.468
H: -4.638 -3.453 4.155
H: -3.813 -5.420 5.093
H: -2.184 -4.707 5.222

***

Repeat the first record exactly.
Density functional theory data (wB97M-V/def2-TZVPD) for the molecule C25H26N4O6 at a distorted geometry.

The energy above the lowest of the compared OMol25 structures with the same formula, charge and spin comes out at 227.7 kJ/mol. As for the spin multiplicity: 1. Its SMILES is CC(C)(C)NC(=O)[C@@H](c1ccncc1)N(C(=O)CNC(=O)c1ccco1)c1ccc2c(c1)OCO2. The HOMO-LUMO gap comes out at 9.15 eV. As for the HOMO energy: -8.590 eV. The LUMO energy comes out at 0.6 eV. Its total energy is -44592.95001 eV.

Geometry (Å):
C: -2.226 -2.499 2.147
H: -2.464 -3.213 1.361
H: -2.591 -1.519 1.847
H: -2.743 -2.797 3.055
C: -0.719 -2.455 2.390
N: -0.099 -2.040 1.130
C: 1.212 -1.875 0.934
O: 2.095 -2.102 1.736
C: 1.554 -1.312 -0.470
N: 1.110 0.082 -0.563
C: -0.179 0.395 -0.799
O: -1.062 -0.438 -0.932
C: -0.474 1.883 -0.953
N: -1.884 2.092 -1.139
C: -2.613 2.753 -0.201
O: -2.110 3.358 0.728
C: -4.062 2.719 -0.437
C: -5.077 3.318 0.267
C: -6.274 2.957 -0.386
C: -5.904 2.168 -1.435
O: -4.575 2.017 -1.476
H: -6.478 1.673 -2.194
H: -7.269 3.243 -0.116
H: -4.960 3.933 1.134
H: -2.360 1.449 -1.755
H: 0.094 2.278 -1.805
H: -0.185 2.436 -0.055
C: 2.089 1.064 -0.242
C: 2.099 1.635 1.021
C: 3.061 2.575 1.380
C: 4.000 2.904 0.433
C: 3.996 2.320 -0.837
C: 3.052 1.394 -1.202
H: 3.057 0.939 -2.178
O: 5.032 2.819 -1.571
C: 5.699 3.736 -0.727
O: 5.041 3.782 0.521
H: 6.742 3.413 -0.584
H: 5.687 4.736 -1.188
H: 3.074 3.021 2.359
H: 1.353 1.338 1.740
C: 1.041 -2.161 -1.607
C: 0.786 -3.516 -1.430
C: 0.351 -4.259 -2.517
N: 0.165 -3.751 -3.722
C: 0.422 -2.467 -3.894
C: 0.867 -1.633 -2.881
H: 1.064 -0.591 -3.083
H: 0.265 -2.088 -4.895
H: 0.139 -5.315 -2.416
H: 0.928 -3.983 -0.469
H: 2.650 -1.289 -0.525
H: -0.725 -1.762 0.381
C: -0.200 -3.841 2.779
H: 0.879 -3.809 2.904
H: -0.652 -4.161 3.714
H: -0.444 -4.567 2.006
C: -0.382 -1.434 3.480
H: -0.838 -1.725 4.422
H: 0.695 -1.381 3.613
H: -0.753 -0.449 3.202

***

Copy entry 1 word for word.
Density functional theory data (wB97M-V/def2-TZVPD) for the molecule C25H26N4O6 at a distorted geometry.

The energy above the lowest of the compared OMol25 structures with the same formula, charge and spin comes out at 227.7 kJ/mol. As for the spin multiplicity: 1. Its SMILES is CC(C)(C)NC(=O)[C@@H](c1ccncc1)N(C(=O)CNC(=O)c1ccco1)c1ccc2c(c1)OCO2. The HOMO-LUMO gap comes out at 9.15 eV. As for the HOMO energy: -8.590 eV. The LUMO energy comes out at 0.6 eV. Its total energy is -44592.95001 eV.

Geometry (Å):
C: -2.226 -2.499 2.147
H: -2.464 -3.213 1.361
H: -2.591 -1.519 1.847
H: -2.743 -2.797 3.055
C: -0.719 -2.455 2.390
N: -0.099 -2.040 1.130
C: 1.212 -1.875 0.934
O: 2.095 -2.102 1.736
C: 1.554 -1.312 -0.470
N: 1.110 0.082 -0.563
C: -0.179 0.395 -0.799
O: -1.062 -0.438 -0.932
C: -0.474 1.883 -0.953
N: -1.884 2.092 -1.139
C: -2.613 2.753 -0.201
O: -2.110 3.358 0.728
C: -4.062 2.719 -0.437
C: -5.077 3.318 0.267
C: -6.274 2.957 -0.386
C: -5.904 2.168 -1.435
O: -4.575 2.017 -1.476
H: -6.478 1.673 -2.194
H: -7.269 3.243 -0.116
H: -4.960 3.933 1.134
H: -2.360 1.449 -1.755
H: 0.094 2.278 -1.805
H: -0.185 2.436 -0.055
C: 2.089 1.064 -0.242
C: 2.099 1.635 1.021
C: 3.061 2.575 1.380
C: 4.000 2.904 0.433
C: 3.996 2.320 -0.837
C: 3.052 1.394 -1.202
H: 3.057 0.939 -2.178
O: 5.032 2.819 -1.571
C: 5.699 3.736 -0.727
O: 5.041 3.782 0.521
H: 6.742 3.413 -0.584
H: 5.687 4.736 -1.188
H: 3.074 3.021 2.359
H: 1.353 1.338 1.740
C: 1.041 -2.161 -1.607
C: 0.786 -3.516 -1.430
C: 0.351 -4.259 -2.517
N: 0.165 -3.751 -3.722
C: 0.422 -2.467 -3.894
C: 0.867 -1.633 -2.881
H: 1.064 -0.591 -3.083
H: 0.265 -2.088 -4.895
H: 0.139 -5.315 -2.416
H: 0.928 -3.983 -0.469
H: 2.650 -1.289 -0.525
H: -0.725 -1.762 0.381
C: -0.200 -3.841 2.779
H: 0.879 -3.809 2.904
H: -0.652 -4.161 3.714
H: -0.444 -4.567 2.006
C: -0.382 -1.434 3.480
H: -0.838 -1.725 4.422
H: 0.695 -1.381 3.613
H: -0.753 -0.449 3.202